Molecular formula: C6H8N2O2
Method: DFT, the ωB97M-V functional and the def2-TZVPD basis

LUMO energy, eV: 0.619
HOMO energy, eV: -7.5
ΔE to the lowest compared entry with this formula, charge and spin, kcal per mole: 60.37
Total energy, hartree: -493.3507

ORCA input file:
```
! RIJCOSX wB97M-V def2-TZVPD def2/J DEFGRID3
* xyz 0 1
O 3.395 -0.361 -0.337
O 2.090 -1.563 1.109
N -0.909 -0.258 1.161
N 0.974 1.248 0.572
C -0.431 -0.659 -1.320
C -1.284 0.251 -2.215
C -0.295 -0.107 0.027
C 0.565 1.324 1.798
C 2.720 -0.927 0.391
C -0.484 0.509 2.209
H -1.280 -0.115 -3.239
H 0.562 -0.749 -1.763
H -0.880 -1.659 -1.266
H -2.314 0.289 -1.860
H 1.054 2.017 2.468
H -0.873 1.257 -2.201
H -0.945 0.427 3.173
H -1.666 -0.923 1.294
*
```

These are the Mulliken partial charges, in e, on atoms 1 to 5: -0.380 -0.402 0.051 -0.649 -0.294

Molecular formula: C18H32N5O2SeTi
Method: DFT, the ωB97M-V functional and the def2-TZVPD basis

LUMO energy, eV: -3.827
HOMO energy, eV: -11.5
ΔE to the lowest compared entry with this formula, charge and spin, kcal per mole: 27.29
Total energy, hartree: -4380.0951

ORCA input file:
```
! RIJCOSX wB97M-V def2-TZVPD def2/J DEFGRID3
* xyz 1 1
Se 0.080 2.557 1.138
Ti -0.297 0.360 0.228
O -0.998 0.573 -1.248
O -0.510 -0.792 1.407
N 1.640 -0.022 -0.234
N 3.757 -0.658 0.762
N -4.461 3.599 1.538
N 3.064 -1.667 -1.307
N 3.738 0.637 -1.254
C -2.739 1.996 1.167
C 3.749 -0.596 -2.031
C 1.702 -1.267 -1.055
C 2.403 -0.257 1.035
C -0.203 -2.919 2.451
C -2.106 -1.386 3.089
C -3.557 4.561 1.489
C -2.199 4.328 1.326
C 4.431 0.394 0.007
C -1.782 3.010 1.187
C 2.381 1.040 -0.989
C -4.064 2.353 1.372
C -2.085 -2.482 0.830
C -1.641 0.632 -2.480
C -2.049 -0.777 -2.921
C 3.740 -1.883 -0.030
C -1.209 -1.877 1.940
C -0.713 1.303 -3.497
H 0.379 -3.322 1.623
H 4.441 1.312 0.599
H 5.458 0.093 -0.201
H -1.168 -1.414 -3.030
H -1.481 5.135 1.317
H 0.474 -2.467 3.174
H -3.934 5.568 1.600
H -2.730 -3.247 1.256
H -2.546 1.255 -2.357
H 1.201 -1.079 -2.017
H -2.710 -1.699 0.386
H -0.731 -3.735 2.934
H 4.783 -0.890 -2.217
H -2.559 -2.230 3.604
H -2.908 -0.761 2.696
H -2.433 0.949 1.019
H -2.569 -0.725 -3.872
H 4.765 -2.211 -0.213
H 0.164 0.679 -3.676
H 1.177 -2.075 -0.522
H -1.516 -0.810 3.801
H 1.859 1.236 -1.936
H -2.719 -1.226 -2.188
H -4.844 1.605 1.423
H -1.463 -2.930 0.052
H 2.408 0.676 1.621
H 3.254 -0.431 -2.992
H -1.234 1.449 -4.438
H -0.395 2.274 -3.114
H 3.214 -2.665 0.527
H 2.392 1.967 -0.394
H 1.899 -1.043 1.615
*
```

These are the Mulliken partial charges, in e, on atoms 1 to 5: -0.117 1.317 -0.637 -0.527 1.047

Molecular formula: C4H6N2O
Method: DFT, the ωB97M-V functional and the def2-TZVPD basis

LUMO energy, eV: 0.636
HOMO energy, eV: -9.0
ΔE to the lowest compared entry with this formula, charge and spin, kcal per mole: 45.26
Total energy, hartree: -340.7228
SMILES: [H]/N=C1/NCC=C1O

ORCA input file:
```
! RIJCOSX wB97M-V def2-TZVPD def2/J DEFGRID3
* xyz 0 1
O -1.895 0.108 1.307
N 0.467 -0.864 -1.132
N -1.104 0.810 -1.590
C 1.396 -0.286 -0.140
C 0.541 -0.240 1.110
C -0.719 -0.126 0.689
C -0.646 -0.071 -0.801
H -1.750 1.421 -1.094
H 2.356 -0.799 -0.070
H 0.936 -0.133 2.113
H -1.743 0.156 2.260
H 1.520 0.769 -0.464
H 0.757 -0.638 -2.079
*
```

These are the Mulliken partial charges, in e, on atoms 1 to 5: -0.498 -0.476 -0.722 -0.538 -0.467

Which value of HOMO energy does entry 1 give?
-7.5 eV